(1)
9
Properties=species:S:1:pos:R:3:forces:R:3 method="wB97M-V/def2-TZVPD" total_charge=0 gap_ha=0.40294 smiles="F/C=C(/F)CF" max_force_ev_per_a=1.97 de_lowest_ev=1.176 lumo_ev=0.92
F 2.140 -0.928 -0.178 -0.841 0.119 -0.279
C 1.408 0.182 -0.368 -0.811 1.054 0.783
C 0.086 0.383 -0.102 1.752 0.434 -0.409
F -0.206 1.725 -0.219 -0.360 -0.530 -0.142
C -1.094 -0.433 0.342 0.564 1.163 0.662
F -1.927 -0.777 -0.673 -1.027 0.539 -1.206
H 2.026 1.083 -0.614 -0.621 -1.062 0.135
H -1.636 0.147 1.139 0.368 -0.572 -0.810
H -0.797 -1.381 0.672 0.976 -1.143 1.267

(2)
19
Properties=species:S:1:pos:R:3:forces:R:3 method="wB97M-V/def2-TZVPD" total_charge=+1 gap_ha=0.32620 max_force_ev_per_a=6.84 de_lowest_ev=2.266 lumo_ev=-3.33
C -1.400 0.475 0.158 3.620 -4.293 0.230
C -1.496 -0.929 0.183 0.453 3.017 -0.043
C 2.696 0.338 0.031 0.334 -0.493 -0.716
C 0.763 -1.004 0.210 0.349 0.881 0.336
C -1.955 1.740 -0.251 0.232 0.020 -0.319
N 1.609 1.064 -0.019 3.061 0.867 0.200
N -0.364 -1.728 0.335 -1.448 -1.080 -0.437
N 0.598 0.301 0.160 -6.317 -2.619 0.159
N -2.650 -1.594 0.066 -2.926 3.662 0.988
N 3.934 0.828 -0.177 -1.255 1.433 0.642
S 2.399 -1.468 0.215 0.357 1.559 -0.175
H -2.814 2.106 0.291 0.046 0.065 0.495
H -1.127 2.406 -0.219 0.727 1.122 0.938
H -2.118 1.850 -1.295 -0.753 -0.639 -1.225
H -0.511 -2.772 0.249 0.895 1.977 0.225
H -3.511 -1.120 0.465 1.577 -1.273 -0.954
H -2.628 -2.543 0.012 -0.299 -2.922 0.003
H 3.897 1.901 -0.085 1.213 -2.524 -0.471
H 4.677 0.148 -0.329 0.133 1.240 0.123

(3)
18
Properties=species:S:1:pos:R:3:forces:R:3 method="wB97M-V/def2-TZVPD" total_charge=+1 gap_ha=0.47191 smiles=C[NH2+][C@H](C)B(O)O max_force_ev_per_a=3.80 de_lowest_ev=0.926 lumo_ev=-3.06
C 1.370 1.437 0.398 0.716 -2.040 -0.242
N 0.904 0.152 -0.400 2.217 1.514 2.675
C -0.185 -0.548 0.247 -2.251 0.466 2.201
C -0.263 -1.995 -0.244 0.722 -0.937 -1.228
B -1.567 0.398 0.147 0.203 -0.707 -1.108
O -2.743 -0.124 0.537 1.770 -1.126 0.765
O -1.413 1.555 -0.574 0.786 -0.219 0.137
H 0.640 1.622 1.133 -0.597 -0.125 1.119
H 2.351 1.205 0.754 0.316 -0.369 0.850
H 1.521 2.362 -0.089 -0.391 0.503 -1.777
H 0.695 0.501 -1.259 -1.155 0.844 -3.515
H 1.631 -0.555 -0.499 0.577 0.577 -0.071
H 0.168 -0.578 1.302 -0.539 -0.027 -0.436
H 0.608 -2.097 -0.972 -1.188 -0.322 0.524
H -1.199 -2.314 -0.783 0.961 0.567 0.638
H -0.028 -2.736 0.550 -0.434 0.623 -0.408
H -3.534 0.296 0.283 -1.525 0.917 -0.357
H -2.145 2.105 -0.867 -0.190 -0.137 0.234

(4)
76
Properties=species:S:1:pos:R:3:forces:R:3 method="wB97M-V/def2-TZVPD" total_charge=0 gap_ha=0.36214 smiles="C[N+](=O)[O-].C[N+](=O)[O-].C[N+](=O)[O-].C[N+](=O)[O-].COC(=O)OC.CO.CO.CO.CO.CO.CO" max_force_ev_per_a=1.90 lumo_ev=-0.05
C -24.946 -14.840 -28.593 0.526 1.575 -0.727
N -25.752 -13.865 -27.802 -0.945 -0.852 0.765
O -25.271 -13.454 -26.767 0.213 0.206 -0.222
O -26.897 -13.645 -28.156 0.326 0.205 -0.361
H -23.943 -14.427 -28.497 0.200 -0.791 0.257
H -25.215 -14.702 -29.638 -0.344 -0.294 0.079
H -25.137 -15.842 -28.236 0.141 0.000 0.185
C -29.174 -17.030 -24.561 1.233 1.210 -0.635
N -30.072 -17.463 -25.662 -0.857 -0.642 0.702
O -31.167 -16.940 -25.786 0.449 -0.008 0.000
O -29.657 -18.384 -26.340 -0.254 0.458 0.111
H -29.114 -17.753 -23.758 -0.037 -0.375 -0.306
H -29.364 -16.038 -24.160 -0.865 -0.130 -0.168
H -28.245 -16.883 -25.118 0.313 -0.516 0.561
C -29.040 -16.644 -29.098 -0.210 0.510 -0.345
N -28.027 -17.545 -28.471 -1.304 -0.226 -0.823
O -28.245 -18.720 -28.673 0.876 0.086 0.292
O -27.096 -17.056 -27.865 0.087 -0.163 0.173
H -29.092 -15.678 -28.603 0.246 -0.119 0.018
H -30.008 -17.135 -29.134 0.104 -0.242 0.388
H -28.751 -16.508 -30.140 0.293 0.061 0.110
C -22.879 -11.959 -23.932 -0.023 -0.624 -0.363
N -21.711 -12.387 -24.775 0.206 0.591 -0.344
O -21.193 -13.468 -24.582 -0.365 0.195 0.112
O -21.326 -11.566 -25.595 -0.105 -0.442 0.259
H -23.620 -12.755 -23.949 0.162 -0.145 0.052
H -23.303 -11.078 -24.394 0.115 0.171 0.180
H -22.488 -11.826 -22.928 -0.086 0.173 0.026
C -27.027 -11.728 -23.150 1.132 0.122 -0.101
O -27.485 -12.892 -23.839 -0.598 0.231 0.402
C -28.557 -12.737 -24.631 0.294 -0.056 -0.474
O -29.331 -11.822 -24.650 -0.076 0.337 0.211
O -28.568 -13.794 -25.426 0.777 -1.309 0.480
C -29.483 -13.989 -26.467 -1.012 0.794 -1.116
H -27.718 -11.198 -22.498 -0.568 -0.294 -0.343
H -26.575 -11.060 -23.886 -0.227 0.216 0.108
H -26.209 -12.076 -22.516 -0.095 -0.138 -0.044
H -29.788 -15.028 -26.580 0.186 -0.077 0.667
H -29.023 -13.733 -27.423 -0.026 0.302 0.282
H -30.385 -13.387 -26.323 0.117 0.001 0.012
C -31.277 -14.231 -30.399 -0.484 -0.200 -0.549
O -30.423 -13.460 -29.568 0.163 -0.269 0.041
H -32.319 -14.043 -30.132 0.042 -0.026 -0.015
H -31.156 -14.014 -31.464 0.035 0.281 0.100
H -31.110 -15.308 -30.324 0.144 0.107 0.409
H -29.926 -12.856 -30.122 0.031 0.097 0.112
C -28.304 -8.157 -23.355 -1.264 0.100 -0.040
O -26.979 -7.875 -22.921 -0.203 -0.280 0.371
H -28.308 -8.608 -24.344 0.123 -0.013 -0.044
H -28.870 -8.810 -22.681 0.509 -0.311 0.002
H -28.947 -7.270 -23.361 0.521 0.265 -0.251
H -26.881 -8.349 -22.090 0.282 0.226 0.013
C -33.153 -16.287 -28.080 0.483 0.064 1.403
O -33.396 -16.479 -29.454 -0.058 0.082 0.119
H -33.836 -15.569 -27.614 -0.089 -0.034 -0.178
H -33.158 -17.197 -27.467 -0.439 -0.191 -0.412
H -32.147 -15.919 -27.854 0.019 0.230 -0.746
H -34.351 -16.430 -29.551 0.032 -0.129 -0.272
C -23.904 -8.577 -23.936 0.937 -1.386 0.910
O -25.068 -9.183 -24.509 0.305 1.555 0.485
H -22.986 -8.763 -24.495 -0.342 0.142 -0.612
H -23.951 -7.522 -23.670 -0.447 0.118 -0.413
H -23.701 -9.121 -23.000 0.027 0.288 0.215
H -25.734 -8.658 -24.012 -0.422 -0.666 -0.613
C -30.447 -9.375 -26.887 -0.161 0.034 0.844
O -30.559 -8.661 -28.121 0.291 -0.643 0.503
H -30.006 -8.730 -26.120 0.347 -0.038 -0.058
H -31.392 -9.680 -26.434 -0.327 0.210 -0.754
H -29.874 -10.301 -26.969 0.152 0.119 -0.137
H -29.646 -8.695 -28.432 -0.274 0.326 -0.400
C -33.872 -12.023 -27.805 0.338 -0.478 0.464
O -32.558 -11.645 -28.174 -0.188 0.182 -0.113
H -34.467 -11.132 -27.625 0.065 0.116 -0.166
H -34.359 -12.653 -28.555 -0.036 0.109 -0.138
H -33.838 -12.591 -26.869 -0.196 0.008 0.038
H -31.989 -12.421 -28.155 0.083 -0.002 -0.176